25
Properties=species:S:1:pos:R:3 method="wB97M-V/def2-TZVPD" total_charge=-4 homo_lumo_gap_ev=7.3 mol_weight_g_mol=579.2 de_lowest_ev=0.000 multiplicity=1
Pb 3.77285 -20.31853 20.79480
N 6.91148 -21.76281 21.62117
O 7.76579 -22.39710 22.30098
O 6.90303 -21.96192 20.39949
O 5.94790 -21.16947 22.14260
N 1.25975 -22.35809 19.16163
O 0.90675 -23.55412 19.03563
O 2.35277 -22.10782 19.66079
O 0.50028 -21.40089 18.88227
N 1.62024 -22.45438 23.22151
O 1.68452 -22.89589 24.34185
O 0.63316 -22.59614 22.47878
O 2.62206 -21.85156 22.77027
N 6.67107 -17.75406 21.04010
O 7.70686 -18.33982 21.21278
O 6.62393 -16.49345 21.18099
O 5.58080 -18.27811 20.77308
N 6.17947 -20.33268 17.90724
O 4.97138 -19.99676 18.11020
O 6.39272 -21.32509 17.15401
O 7.14805 -19.67585 18.19770
N 2.82422 -18.60606 23.85398
O 3.27828 -18.46837 22.66854
O 3.39427 -19.38972 24.63049
O 1.84200 -17.92221 24.12132